[1]
# C25H54BrIO21

19 unconnected molecules or ions with the total composition C25H54BrIO21 in a non-equilibrium geometry (ωB97M-V/def2-TZVPD, the Open Molecules 2025 dataset).

Structure (XYZ):
```
102
Properties=species:S:1:pos:R:3:forces:R:3
C -1.95283 3.24658 1.28268 -0.11 0.93 0.88
C -3.46401 3.91196 1.06675 -0.05 -2.10 1.37
I -3.35982 6.05411 0.50288 0.08 -1.13 0.34
C -4.44484 3.02149 0.10019 -0.58 0.46 -0.52
C -3.92189 2.86142 -1.45239 1.46 -0.96 -3.93
C -3.94987 4.10798 -2.56537 1.27 -2.86 -1.67
C -3.44071 3.93154 -4.13875 0.55 -3.27 2.22
C -2.83887 2.48418 -4.71647 -1.71 0.67 4.89
C -2.79248 1.25097 -3.62544 -0.68 2.36 0.38
C -3.31753 1.42514 -2.04688 0.05 1.90 -1.51
C -3.17569 0.04847 -1.10747 -2.67 -1.30 2.00
O -4.12495 -0.39585 -0.28002 5.70 2.85 -4.77
C -1.73886 -0.77818 -1.33113 2.22 -1.27 -0.51
C -1.21147 -0.94935 -2.90928 1.44 -1.10 1.53
C 0.15604 -1.77035 -3.30986 -1.36 0.65 4.78
C 1.03163 -2.39000 -2.03837 -3.57 2.15 0.13
C 0.53601 -2.18141 -0.47570 -1.09 0.58 -1.95
C 1.47364 -2.77696 0.75565 -0.21 1.42 -0.15
C 2.99324 -3.13570 0.25617 1.88 -5.05 -0.29
O 3.36538 -4.44174 0.35844 -2.03 7.54 -0.33
C 4.08373 -2.09892 -0.39382 2.85 1.98 -1.51
C 5.56352 -2.73170 -0.84296 -0.31 3.40 -0.55
C 6.76235 -1.80740 -1.48386 -3.18 1.86 0.96
C 6.58848 -0.18343 -1.72496 -4.00 -3.06 2.02
C 5.10050 0.44527 -1.30475 1.15 -3.29 0.19
C 3.87770 -0.49408 -0.65720 3.32 -1.44 -0.88
C -0.86866 -1.39699 -0.07252 0.95 -0.32 -5.44
Br -1.57140 -1.14897 1.78387 1.12 -0.14 -2.48
C -2.16104 -0.22900 -4.08280 -0.65 -1.29 -3.45
O -2.37243 -0.75186 -5.29411 1.58 3.24 7.42
H -1.94247 2.09021 1.08772 -0.15 2.30 0.13
H -1.13450 3.84577 0.68920 -1.75 -1.50 1.09
H -1.68412 3.39162 2.43576 -0.52 -0.29 -2.57
H -3.95108 3.91079 2.15567 0.81 0.21 -2.61
H -4.61756 1.98950 0.65701 0.66 1.97 -1.54
H -5.52857 3.51543 0.02779 2.43 -0.90 0.20
H -4.33983 5.18526 -2.27377 0.88 -2.66 -0.50
H -3.43982 4.83466 -4.91796 -0.15 -2.12 2.14
H -2.48075 2.42241 -5.83123 -0.78 -0.04 2.55
H 0.55262 -1.93578 -4.41353 -1.20 0.48 2.67
H 2.01734 -2.97843 -2.35379 -2.22 1.40 1.17
H 1.54987 -1.89356 1.54825 -0.09 -1.79 -1.63
H 0.95118 -3.68634 1.32649 1.40 1.87 -1.60
H 5.76137 -3.88416 -0.70725 -0.55 2.65 -0.30
H 7.79099 -2.28627 -1.77465 -2.33 0.81 0.74
H 7.46957 0.47317 -2.17010 -2.22 -1.52 1.08
H 4.98942 1.61528 -1.47859 -0.08 -3.00 0.58
H 2.86386 0.02940 -0.39087 2.15 -1.08 -0.60
O 0.25512 -3.88510 -5.46003 -0.22 -0.10 -0.37
H 0.11136 -3.72053 -6.40398 0.06 -0.07 0.28
H -0.63597 -4.03535 -5.11024 0.24 0.07 -0.01
O -5.21833 -2.68527 -1.96333 -0.34 0.03 0.26
H -4.99925 -2.03006 -1.28398 0.03 -0.11 -0.10
H -6.10684 -2.98617 -1.72045 0.34 0.08 -0.14
O 8.82699 -0.37624 1.27724 0.05 -0.08 -0.29
H 8.03135 -0.57232 0.76022 0.11 -0.04 0.04
H 9.55497 -0.55227 0.66240 -0.25 0.04 0.22
O -1.86761 -2.08273 4.95542 0.29 -0.06 -0.06
H -1.86149 -1.93142 3.99841 -0.09 -0.16 0.47
H -1.04002 -2.55828 5.12251 -0.26 0.10 0.04
O -6.84132 7.09366 -0.16635 0.16 -0.09 -0.40
H -6.83520 7.24497 -1.12336 -0.07 -0.03 0.35
H -6.01373 6.61811 0.00074 -0.15 0.14 0.05
O -4.14724 0.11670 5.51267 -0.26 -0.20 -0.23
H -3.36980 -0.44102 5.66541 -0.30 0.26 -0.23
H -3.82170 0.81681 4.92714 0.06 -0.33 0.45
O -2.41665 3.40230 -7.80971 -0.10 0.08 -0.52
H -2.63854 2.70931 -8.44951 0.06 0.16 0.24
H -2.46272 4.22101 -8.32603 0.04 -0.25 0.23
O -2.45568 -2.16765 8.02676 -0.22 0.15 -0.23
H -2.59945 -2.00308 7.08281 0.05 -0.22 0.22
H -3.34677 -2.31790 8.37655 0.11 -0.02 -0.08
O -5.62255 -2.43074 8.63507 -0.43 0.18 -0.01
H -6.42799 -2.96922 8.64539 0.37 0.11 -0.01
H -5.94420 -1.53157 8.47070 0.19 -0.24 -0.01
O 3.64410 -4.21249 -3.67672 -0.10 -0.10 -0.41
H 2.84847 -4.40857 -4.19374 0.13 0.01 0.10
H 4.37209 -4.38851 -4.29156 -0.21 0.12 0.29
O 0.31755 1.80897 -0.55682 -0.27 0.00 -0.11
H -0.48789 1.27049 -0.54650 0.33 0.06 -0.09
H -0.00411 2.70813 -0.72119 0.18 -0.14 0.06
O 8.39441 -3.58175 1.09579 -0.25 0.04 0.31
H 8.61349 -2.92654 1.77514 -0.03 -0.05 -0.24
H 7.50590 -3.88265 1.33867 0.29 0.09 -0.11
O 0.32681 4.72591 -1.29264 0.26 0.41 -0.33
H 0.58509 4.63263 -2.22183 -0.07 -0.12 0.24
H 0.42500 5.67369 -1.11641 -0.28 -0.24 -0.07
O 2.29688 -4.97395 3.22898 0.00 -0.13 -0.12
H 2.55880 -5.90143 3.32888 -0.08 0.24 0.01
H 2.69939 -4.70620 2.38917 0.10 -0.16 -0.02
O 0.54655 -7.15006 2.18749 0.09 0.17 -0.38
H 0.80483 -7.24335 1.25830 -0.10 -0.01 0.31
H 0.64473 -6.20228 2.36372 0.05 -0.18 0.08
O 0.92646 4.91242 1.53263 0.17 0.56 -0.15
H 1.18473 4.81913 0.60344 -0.03 -0.29 0.23
H 1.02464 5.86019 1.70886 -0.04 -0.34 0.08
O 6.09121 2.90565 -0.11885 0.53 0.38 0.31
H 6.42842 2.30701 0.56432 -0.16 0.07 -0.21
H 6.68035 3.67338 -0.06888 -0.23 -0.21 -0.01
O -1.70446 1.13299 5.50850 0.83 0.40 0.15
H -1.36725 0.53434 6.19167 -0.15 0.10 -0.18
H -1.11533 1.90071 5.55846 -0.18 -0.25 -0.06
```
Forces are in eV/Å.

## Properties
Gap between HOMO and LUMO: 7.0 eV
E_HOMO: -0.325 hartree
Charge: 0

Mulliken population analysis, charges in e, atoms 1 to 5:
1. C 0.10
2. C -0.53
3. I -0.05
4. C -0.54
5. C 0.58

=====

[2]
# C25H55N2O12S3

4 unconnected molecules or ions with the total composition C25H55N2O12S3 (ωB97M-V/def2-TZVPD, the Open Molecules 2025 dataset).

Structure (XYZ):
```
97
Properties=species:S:1:pos:R:3:forces:R:3
C 2.55442 0.86029 4.93237 0.06 -0.07 -0.01
C 1.91664 0.51889 3.58378 -0.08 0.04 -0.03
C 2.80449 -0.52911 2.89988 0.07 0.08 0.00
C 1.79599 1.82005 2.76896 0.00 0.06 0.13
C 0.56383 2.10021 1.86562 0.00 -0.01 -0.05
C 1.00473 2.36919 0.40763 0.02 -0.16 -0.02
C 1.84900 1.31037 -0.31588 -0.09 0.00 -0.03
C 1.06334 0.33941 -1.20256 0.00 -0.01 -0.02
C 0.33833 1.03866 -2.36768 0.01 -0.04 -0.02
C -1.19325 1.11951 -2.25562 0.01 -0.06 0.06
N -1.87041 0.17613 -3.16104 -0.11 0.11 0.14
C -0.01960 3.44958 2.39561 0.06 -0.07 -0.10
C -1.04179 4.10488 1.49238 0.01 -0.17 -0.03
O -0.74916 4.88252 0.63121 -0.11 0.17 0.19
O -2.36251 3.81838 1.74274 -0.04 0.27 -0.35
C -0.56232 1.02935 1.92706 0.12 0.06 0.02
C -0.45238 -0.22009 2.82678 0.01 0.02 -0.03
C -0.16167 -1.48204 2.00343 -0.07 0.06 -0.10
C -1.78504 -0.43716 3.55182 0.25 -0.02 0.09
N 0.58053 -0.04797 3.87255 0.09 -0.28 -0.12
O 0.56256 -0.93853 4.78563 -0.06 0.10 0.12
H 1.83212 1.35265 5.58230 0.01 0.06 0.00
H 3.40054 1.52806 4.76369 0.01 0.01 0.00
H 2.91796 -0.03449 5.43187 -0.07 -0.02 0.05
H 3.84563 -0.21414 2.99377 0.01 -0.01 -0.02
H 2.68983 -1.48992 3.40014 -0.01 -0.02 -0.01
H 2.59341 -0.64498 1.84043 -0.04 -0.05 -0.01
H 2.70892 1.90335 2.17575 -0.01 0.05 -0.03
H 1.85261 2.63494 3.49158 -0.01 0.00 0.03
H 1.55198 3.31485 0.41334 0.02 0.01 -0.01
H 0.10908 2.55002 -0.19455 0.02 0.12 0.01
H 2.54711 1.83467 -0.97414 0.04 0.01 0.02
H 2.47165 0.75620 0.38702 0.00 -0.01 0.04
H 0.34312 -0.23102 -0.61148 0.00 -0.05 0.01
H 1.76637 -0.39638 -1.59860 0.01 -0.01 0.00
H 0.74303 2.04727 -2.48700 0.04 0.00 -0.01
H 0.55407 0.50546 -3.29406 0.00 0.06 -0.05
H -1.53240 2.12813 -2.49413 0.03 0.01 -0.07
H -1.48294 0.93573 -1.21400 -0.04 0.09 0.02
H -2.73020 0.58322 -3.50643 -0.01 0.00 0.00
H -2.14434 -0.66151 -2.66144 0.12 -0.12 -0.11
H 0.80297 4.16146 2.46262 -0.01 0.02 0.03
H -0.44261 3.29925 3.38971 -0.01 -0.03 0.01
H -2.55234 2.88911 1.57687 0.04 -0.14 0.26
H -1.46918 1.53858 2.25035 -0.02 -0.04 0.05
H -0.75969 0.66762 0.91939 -0.07 0.03 -0.03
H -0.97497 -1.61873 1.28707 -0.02 -0.05 0.02
H 0.76664 -1.41743 1.44129 0.00 0.01 -0.03
H -0.13336 -2.35578 2.65293 0.07 0.00 0.03
H -2.61487 -0.25824 2.86894 -0.03 -0.08 -0.03
H -1.85631 0.23998 4.40372 -0.10 0.07 -0.05
H -1.83261 -1.45685 3.92057 -0.17 -0.02 0.06
O -1.07701 -3.33788 -4.20508 -0.04 -0.01 0.03
S -0.54646 -3.08347 -5.51281 0.06 0.04 0.00
O -0.90466 -3.96025 -6.58555 -0.02 -0.02 0.00
O 1.03735 -2.99175 -5.40577 -0.01 -0.02 -0.03
C 1.71432 -4.06121 -4.69600 0.05 -0.04 0.09
C 1.85459 -5.31204 -5.53445 -0.03 0.02 -0.04
C -0.84325 -1.42145 -5.98432 0.03 0.05 -0.02
H 1.17849 -4.25055 -3.76552 -0.02 0.01 -0.01
H 2.68507 -3.63444 -4.45266 0.00 0.02 -0.03
H 0.88825 -5.77524 -5.72473 0.00 0.01 0.01
H 2.48639 -6.02693 -5.00569 0.00 0.00 0.00
H 2.31698 -5.07933 -6.49335 0.02 -0.01 0.01
H -0.54976 -0.76655 -5.16873 -0.06 0.01 0.01
H -1.91406 -1.33634 -6.15616 0.00 -0.02 0.00
H -0.29369 -1.21985 -6.90004 0.00 -0.02 0.00
O -3.55095 -3.83445 3.75459 0.00 0.04 -0.02
S -2.75068 -4.83996 4.39017 0.00 -0.01 -0.03
O -1.39104 -5.00110 3.97550 0.03 0.02 -0.01
O -3.50904 -6.22965 4.30029 0.05 0.01 0.01
C -4.00226 -6.63304 2.99330 -0.09 -0.02 -0.08
C -2.90701 -7.18488 2.10920 0.04 0.01 0.04
C -2.81053 -4.64741 6.13492 -0.01 0.01 0.02
H -4.50626 -5.78012 2.53856 0.02 0.02 0.02
H -4.74845 -7.38972 3.22450 0.02 -0.01 0.03
H -2.19452 -6.41253 1.82554 -0.01 0.01 0.00
H -3.35430 -7.59542 1.20317 0.00 0.00 0.00
H -2.36517 -7.97903 2.62214 -0.01 -0.02 -0.01
H -3.84846 -4.55799 6.44197 0.00 0.00 0.00
H -2.25832 -3.73693 6.35969 0.01 0.00 -0.01
H -2.33101 -5.50711 6.59472 0.01 0.00 0.00
O 2.37986 7.63700 -3.87993 0.00 0.03 0.00
S 2.02954 6.26701 -4.10854 -0.01 -0.01 0.03
O 1.02465 5.96124 -5.07992 -0.01 -0.03 -0.02
O 1.67151 5.58697 -2.72555 -0.01 -0.02 -0.03
C 0.74510 6.29467 -1.84666 -0.04 0.06 0.15
C -0.68969 6.15902 -2.29689 0.03 -0.03 -0.12
C 3.47462 5.32813 -4.46071 0.02 0.00 0.00
H 1.06090 7.33597 -1.78396 0.03 -0.01 -0.05
H 0.89532 5.82350 -0.88002 0.00 -0.03 -0.02
H -0.86883 6.68768 -3.23225 0.00 0.01 0.01
H -1.34313 6.56175 -1.52416 0.01 0.00 0.02
H -0.94048 5.10791 -2.44131 -0.02 0.00 0.03
H 4.22254 5.53874 -3.70186 0.00 0.00 0.00
H 3.81835 5.64863 -5.44163 0.00 0.00 0.00
H 3.20827 4.27479 -4.47622 0.00 0.00 -0.01
```
Forces are in eV/Å.

## Properties
Gap between HOMO and LUMO (spin up / spin down): 8.6 / 10.0 eV
E_HOMO (spin up / spin down): -0.302 / -0.352 hartree
Charge: 0
2S+1: 2

Mulliken population analysis, charges in e, atoms 1 to 5:
1. C -2.01
2. C 1.97
3. C -1.91
4. C -2.69
5. C 4.25

=====

Q: What is the formula in the first record?
A: C25H54BrIO21